# 1
Formula: C44H36F3N3O9S
Source: the OMol25 dataset
Level of theory: ωB97M-V/def2-TZVPD

Structure (XYZ):
```
96
Properties=species:S:1:pos:R:3:forces:R:3:mulliken_charge:R:1
C 1.809583 -2.610006 0.339769 0.5 0.6 -0.4 -1.146
C 2.373905 -1.313051 -0.364055 -1.0 -1.3 0.6 1.360
C 1.463200 -0.894698 -1.582902 0.7 0.3 0.2 -2.559
C 0.983976 0.550422 -1.503079 -0.8 0.6 0.0 0.427
C 1.911410 1.532052 -1.590523 1.3 -0.1 -0.3 -0.138
C 1.612086 2.930348 -1.500694 -1.0 -2.2 0.1 -0.216
N 2.485171 3.921580 -1.561328 -1.2 0.7 0.2 -0.690
S 1.536714 5.259484 -1.417824 0.0 -0.6 -0.1 0.065
N 0.068892 4.584880 -1.301524 -0.2 -0.1 0.2 -0.676
C 0.196903 3.249418 -1.334370 1.8 1.0 -0.3 1.183
C -0.819442 2.240983 -1.253113 -0.6 -0.1 0.0 0.099
C -2.273501 2.693300 -1.116444 0.7 0.8 0.2 -0.219
C -2.931432 2.422843 0.267481 -0.9 -0.7 -1.8 -0.757
C -3.536302 1.031972 0.414282 1.6 0.2 0.8 0.524
F -4.462785 0.600334 -0.470935 -0.6 0.8 0.9 -0.338
C -3.101015 0.259740 1.421269 -1.0 0.8 -1.3 0.099
F -1.791956 0.283108 1.697934 -0.8 -0.1 1.4 -0.117
F -3.887123 -0.547699 2.135123 1.2 -0.7 -0.4 -0.286
C -0.442520 0.925375 -1.334237 1.1 -0.6 -0.2 0.714
N -1.394378 -0.124336 -1.288085 -0.3 0.0 -0.1 -0.129
O 2.428777 -0.300499 0.636232 0.5 -0.1 -0.4 -0.181
C 3.681072 -0.260974 1.319069 0.2 1.2 -0.1 -1.263
C 4.620871 0.764777 0.664425 0.4 0.1 -0.1 0.976
C 4.836357 2.023487 1.233647 0.0 0.2 0.2 -0.454
C 5.670917 2.961901 0.623466 0.4 0.3 -0.5 -0.686
C 6.318663 2.681214 -0.581509 -0.1 -0.5 -0.1 -0.418
C 6.138440 1.420081 -1.157656 -0.2 0.0 0.2 -0.583
C 5.311423 0.496996 -0.526690 -0.4 -0.6 -0.1 -0.184
H 0.757817 -2.778992 0.063248 0.4 -0.1 0.2 0.370
H 2.438437 -3.476015 0.072240 -0.5 0.1 0.1 0.257
H 1.872154 -2.442201 1.422426 0.0 -0.3 -0.3 0.023
H 3.381177 -1.595288 -0.717180 -0.3 0.6 0.0 0.067
H 2.094513 -1.009754 -2.481192 -0.4 0.1 0.2 0.378
H 0.650912 -1.625011 -1.678412 0.2 0.4 0.0 0.616
H 2.958646 1.243136 -1.746837 -0.4 0.2 0.1 0.514
H -2.262661 3.792222 -1.244631 0.0 -0.5 0.0 0.566
H -2.864039 2.310614 -1.960685 0.0 -0.1 0.5 -0.615
H -2.298027 2.669979 1.126541 0.0 -0.3 -0.4 0.329
H -3.811106 3.099339 0.322982 0.3 -0.3 0.1 0.399
H -1.804143 -0.323009 -2.204275 0.1 0.3 0.3 0.017
H -0.996000 -0.985208 -0.936193 0.0 0.2 0.0 0.216
H 3.464755 0.142266 2.322045 0.1 -0.6 -0.2 0.331
H 4.154697 -1.255770 1.384517 -0.3 0.3 0.1 0.344
H 4.365860 2.314672 2.179275 0.0 -0.3 -0.3 0.411
H 5.856166 3.950798 1.052979 -0.3 -0.4 0.1 0.397
H 6.959978 3.406326 -1.087149 -0.2 -0.1 0.3 0.387
H 6.619333 1.124565 -2.092605 -0.1 0.3 0.3 0.410
H 5.154840 -0.482780 -0.990907 0.2 0.3 0.1 0.261
C -4.134432 1.058530 -4.292069 0.0 0.0 0.0 0.083
C -5.205607 1.323245 -5.034608 0.1 0.2 -0.4 -0.666
C -5.298247 0.861074 -6.439365 0.1 0.0 0.0 0.174
O -6.275172 1.102103 -7.118558 0.0 0.0 0.0 -0.569
C -4.152495 0.091493 -6.985323 0.1 -0.1 -0.1 -0.435
C -3.082236 -0.171778 -6.239993 0.0 0.0 -0.1 -0.522
C -2.991885 0.291859 -4.834037 0.0 0.0 0.1 0.268
O -2.011665 0.046074 -4.154634 -0.1 0.0 -0.2 -0.538
H -4.051640 1.387679 -3.265358 -0.1 0.0 0.0 0.639
H -6.048744 1.881888 -4.650485 0.3 -0.1 -0.3 0.649
H -4.238203 -0.238992 -8.012927 0.0 0.0 0.0 0.405
H -2.235995 -0.730987 -6.618880 0.0 0.0 0.0 0.434
C -0.347555 -2.161326 5.278004 0.0 0.0 -0.1 -0.368
C 0.087013 -2.715126 4.148965 -0.1 0.1 0.0 -0.224
C 1.009209 -3.876689 4.167126 0.0 0.0 -0.1 0.445
O 1.406791 -4.379432 3.137599 0.0 -0.1 0.1 -0.565
C 1.427101 -4.397809 5.490942 0.0 0.0 0.1 -0.437
C 0.992574 -3.844163 6.619959 0.1 -0.1 -0.1 -0.401
C 0.070123 -2.682493 6.602146 0.0 0.1 0.1 0.354
O -0.327370 -2.179157 7.631058 0.0 0.0 0.0 -0.552
H -1.020016 -1.312905 5.284842 0.0 0.0 0.0 0.439
H -0.207737 -2.348106 3.173539 0.0 0.0 0.0 0.481
H 2.099810 -5.246005 5.483581 0.0 0.0 0.0 0.433
H 1.287212 -4.210304 7.595261 0.0 0.0 0.0 0.416
C -9.789974 0.992175 -1.043641 0.1 0.0 0.0 -0.344
C -8.533891 1.334514 -1.318328 0.0 0.0 0.1 -0.471
C -8.047315 1.409130 -2.715345 0.0 0.0 0.1 0.521
O -6.899440 1.719717 -2.966758 -0.5 0.1 0.7 -0.480
C -9.009881 1.089957 -3.796851 0.0 0.0 -0.1 -0.249
C -10.265932 0.747510 -3.522806 0.1 0.0 -0.1 -0.446
C -10.755335 0.672474 -2.124051 -0.1 0.0 0.0 0.252
O -11.899537 0.362620 -1.873695 0.0 0.0 0.0 -0.540
H -10.164744 0.931222 -0.029897 0.0 0.0 0.0 0.410
H -7.814969 1.571607 -0.544133 0.0 0.0 0.0 0.422
H -8.634469 1.150865 -4.811741 0.0 0.0 0.0 0.450
H -10.983387 0.510263 -4.297939 0.0 0.0 0.0 0.422
C 6.986619 -0.773292 3.831496 0.1 0.1 0.0 -0.204
C 8.312818 -0.880149 3.849705 -0.1 0.1 0.0 -0.394
C 8.976187 -2.190742 4.054521 0.1 0.0 0.0 0.335
O 10.184070 -2.289412 4.073337 0.0 0.0 0.0 -0.549
C 8.104420 -3.377614 4.236308 -0.1 -0.1 0.0 -0.372
C 6.778356 -3.270479 4.217914 0.1 -0.1 0.0 -0.401
C 6.116125 -1.959857 4.013542 -0.1 0.0 0.0 0.432
O 4.906998 -1.861087 3.993989 0.0 0.0 0.0 -0.500
H 6.484171 0.174765 3.683348 0.0 0.0 0.0 0.422
H 8.964185 -0.025625 3.717668 0.0 0.0 0.0 0.424
H 8.606626 -4.325323 4.383482 0.0 0.0 0.0 0.405
H 6.126248 -4.124827 4.349175 0.0 0.0 0.0 0.429
```
Positions in Å, forces in eV/Å.

As for the total charge: 0. Its LUMO energy is -1.7563 eV. The HOMO-LUMO gap is 6.179 eV. Its spin multiplicity is 1. For the highest occupied orbital energy, the calculation gives -7.936 eV.



# 2
Formula: Cl3HgO12
Source: the OMol25 dataset
Level of theory: ωB97M-V/def2-TZVPD

Structure (XYZ):
```
16
Properties=species:S:1:pos:R:3:forces:R:3:mulliken_charge:R:1
Hg -0.217920 0.519865 0.557073 1.5 -0.5 -1.6 1.299
Cl -2.268080 2.745195 -1.877607 -4.1 -0.6 0.5 1.711
O -2.895180 2.206565 -2.985527 -1.3 -0.3 -4.0 -0.626
O -3.283860 2.768465 -0.887377 0.0 0.5 2.2 -0.689
O -1.210570 1.886255 -1.622287 5.0 -6.2 3.7 -0.635
O -1.595970 3.919955 -2.018697 0.8 5.9 -1.1 -0.597
Cl 1.090020 -1.297305 -1.692577 7.4 4.0 -2.4 1.647
O 1.469970 -1.155525 -3.097247 -0.2 -3.3 0.6 -0.568
O -0.224940 -1.413605 -1.481247 -7.9 -4.0 0.9 -0.532
O 1.997710 -1.791205 -0.723087 0.1 -4.6 -0.4 -0.461
O 1.303230 0.074125 -1.373477 -0.6 8.2 2.7 -0.704
Cl 1.134720 -1.730915 3.405793 1.6 -0.9 3.6 1.596
O 1.167890 -0.672055 2.345683 -1.3 0.0 -2.1 -0.635
O 2.543570 -1.958205 3.682943 -1.0 -0.2 -1.0 -0.596
O 0.551860 -1.108975 4.550313 -0.7 0.6 0.2 -0.625
O 0.437550 -2.992635 3.217333 0.5 1.5 -1.7 -0.585
```
Positions in Å, forces in eV/Å.

As for the total charge: -1. Its LUMO energy is -2.2274 eV. The HOMO-LUMO gap is 5.220 eV. Its spin multiplicity is 1. For the highest occupied orbital energy, the calculation gives -7.447 eV.



# 3
Formula: C8H15NOS
Source: the OMol25 dataset
Level of theory: ωB97M-V/def2-TZVPD

Structure (XYZ):
```
26
Properties=species:S:1:pos:R:3:forces:R:3:mulliken_charge:R:1
C 0.209086 0.552900 -1.328561 -0.2 0.3 -3.8 -0.146
C 0.065612 1.899984 -1.977132 2.2 0.3 2.5 0.266
C 0.158068 -0.272846 0.998685 -0.6 1.8 -0.2 0.616
C -0.010394 -0.628293 -2.260811 0.8 -0.9 -1.4 -1.178
C 0.036440 3.069822 -0.971656 -3.0 -0.4 -0.5 -1.284
C 1.016139 0.173365 2.141082 -0.2 0.3 0.6 -1.748
C -0.450384 -2.649965 0.916332 1.6 -0.3 -3.6 -1.101
C -1.027088 -1.272008 1.251191 3.2 -0.9 1.6 0.097
N 0.379511 0.384197 -0.068115 0.0 -0.6 1.5 -0.006
O -1.467789 -1.396108 2.594990 -1.2 1.4 -0.8 -0.576
S 1.770674 1.704137 -2.622239 -0.1 -0.4 0.5 -0.369
H -0.604975 1.911831 -2.779312 -1.3 0.1 -0.8 0.525
H -1.065808 -0.678565 -2.592698 0.2 0.0 0.6 0.285
H 0.264820 -1.547361 -1.694967 -0.3 0.4 -0.7 0.271
H 0.571652 -0.578683 -3.280070 -0.9 0.0 2.4 0.342
H -0.259518 4.024117 -1.517257 0.9 -1.1 1.1 0.297
H 0.831975 3.050850 -0.269613 1.7 0.6 -0.4 0.392
H -0.722693 2.814877 -0.194551 -0.6 0.5 -0.8 0.301
H 1.486125 -0.614476 2.664745 0.7 -1.3 0.5 0.419
H 0.381812 0.601696 2.909163 -0.4 0.3 0.1 0.424
H 1.784045 0.917281 1.901562 -0.4 -0.3 -0.4 0.370
H -1.193828 -3.153866 0.216921 1.2 0.1 1.0 0.226
H -0.218788 -3.242362 1.789202 -0.4 -0.1 0.3 0.401
H 0.622586 -2.565399 0.352195 -2.6 -0.2 1.0 0.275
H -1.888325 -1.009263 0.770959 -1.9 0.7 -2.0 0.551
H -0.668957 -1.495862 3.049953 1.6 -0.4 1.8 0.353
```
Positions in Å, forces in eV/Å.

As for the total charge: 0. Its LUMO energy is -0.2469 eV. The HOMO-LUMO gap is 7.117 eV. Its spin multiplicity is 1. For the highest occupied orbital energy, the calculation gives -7.364 eV.